# 1
Below is a structure of composition C6H7FSi, with properties calculated with the ωB97M-V functional and the def2-TZVPD basis.

Structure (ORCA input):
```
! RIJCOSX wB97M-V def2-TZVPD def2/J DEFGRID3
* xyz 0 1
C 2.919 1.604 -1.411
C 0.432 -2.637 -0.848
C 2.234 1.010 -0.622
C 0.769 -1.623 -0.297
C -2.177 -0.072 0.593
C -1.138 1.013 0.595
F 1.797 -0.137 1.900
Si 1.120 0.021 0.450
H 3.531 2.135 -2.080
H 0.158 -3.532 -1.329
H -2.153 -0.625 -0.343
H -2.018 -0.769 1.413
H -3.173 0.362 0.709
H -1.105 1.570 1.526
H -1.198 1.681 -0.255
*
```

Output
relative energy (zero: lowest compared OMol25 entry of this formula, charge and spin)	108.83	kJ/mol
E	-622.09365	Eh
lowest unoccupied orbital energy	0.028	hartree
HOMO-LUMO gap	9.85	eV


# 2
Below is the molecule C6H7I, with properties calculated with the ωB97M-V functional and the def2-TZVPD basis.

Structure (ORCA input):
```
! RIJCOSX wB97M-V def2-TZVPD def2/J DEFGRID3
* xyz 0 1
C 0.078 1.305 0.366
C 1.262 -1.227 0.107
C 0.286 -0.103 -0.076
C -0.947 0.367 -0.250
C 2.871 -1.374 0.004
C -2.345 0.110 -0.502
I 3.954 0.325 -0.299
H 0.012 1.756 1.426
H 0.664 2.135 -0.056
H 1.354 -1.331 1.267
H 0.919 -2.127 -0.407
H -2.696 0.697 -1.357
H -2.804 0.328 0.510
H -2.608 -0.860 -0.733
*
```

Output
relative energy (zero: lowest compared OMol25 entry of this formula, charge and spin)	538.74	kJ/mol
E	-530.26071	Eh
lowest unoccupied orbital energy	-0.026	hartree
HOMO-LUMO gap	7.72	eV


# 3
Below is the molecule C6H7IN2O2S, with properties calculated with the ωB97M-V functional and the def2-TZVPD basis.

Structure (ORCA input):
```
! RIJCOSX wB97M-V def2-TZVPD def2/J DEFGRID3
* xyz 0 1
C 1.124 -2.244 1.447
C 1.692 -1.623 0.334
C 0.083 -1.635 2.104
C 1.419 -0.320 -0.038
C -0.187 -0.329 1.756
C 0.483 0.336 0.699
N -0.228 1.453 -1.504
N -1.214 0.648 -1.693
O -1.558 1.962 0.607
O -1.945 2.271 -3.601
S -0.154 1.998 0.241
I -0.655 3.364 -2.816
H 1.385 -3.226 1.763
H 2.466 -2.142 -0.263
H -0.285 -2.147 3.109
H 1.930 0.119 -0.844
H -0.934 0.257 2.317
H -1.513 0.671 -2.630
H -1.911 0.585 -0.988
*
```

Output
relative energy (zero: lowest compared OMol25 entry of this formula, charge and spin)	335.32	kJ/mol
E	-1188.50210	Eh
lowest unoccupied orbital energy (spin up / spin down)	-0.035 / -0.035	hartree
HOMO-LUMO gap (spin up / spin down)	7.33 / 7.33	eV


# 4
Below is a structure of composition C6H7LiMgO6, with properties calculated with the ωB97M-V functional and the def2-TZVPD basis.

Structure (ORCA input):
```
! RIJCOSX wB97M-V def2-TZVPD def2/J DEFGRID3
* xyz 2 1
Mg -3.488 -1.042 0.276
O -1.630 -1.355 -0.171
O -0.474 0.783 -0.774
C -1.403 1.817 -1.077
C -2.207 1.956 0.206
O -2.268 0.600 0.684
C -1.171 -0.182 0.155
H -0.853 2.732 -1.324
H -2.049 1.503 -1.910
H -3.225 2.323 0.050
H -1.689 2.556 0.964
Li 4.781 -2.988 -1.312
O 4.325 -1.043 -0.709
O 2.220 -0.541 -0.040
C 1.194 -0.930 0.610
C 0.064 -0.113 1.044
O 2.816 -2.687 -0.671
C 3.220 -1.537 -0.556
H 1.271 -1.987 0.912
H 0.917 0.527 1.610
H -0.351 -0.393 2.033
*
```

Output
relative energy (zero: lowest compared OMol25 entry of this formula, charge and spin)	140.51	kJ/mol
E	-891.26394	Eh
lowest unoccupied orbital energy	-0.365	hartree
HOMO-LUMO gap	6.52	eV


# 5
Below is the molecule C6H7N, with properties calculated with the ωB97M-V functional and the def2-TZVPD basis.

Structure (ORCA input):
```
! RIJCOSX wB97M-V def2-TZVPD def2/J DEFGRID3
* xyz 0 1
H 2.750 0.515 0.008
N 2.102 1.239 -0.090
C 0.925 0.825 -0.002
C 0.494 -0.712 0.353
C -0.936 -1.028 -0.269
C -1.444 0.508 -0.150
C -1.480 1.691 0.446
C -0.276 1.457 -0.445
H 1.387 -1.298 0.144
H 0.454 -0.800 1.436
H -1.387 -1.882 0.341
H -0.773 -1.430 -1.281
H -2.202 2.255 0.956
H -0.329 2.187 -1.316
*
```

Output
relative energy (zero: lowest compared OMol25 entry of this formula, charge and spin)	468.50	kJ/mol
E	-287.40879	Eh
lowest unoccupied orbital energy	0.031	hartree
HOMO-LUMO gap	9.75	eV
SMILES	[H]/N=C1\CCC2=C[C@H]21


# 6
Below is the molecule C6H7N, with properties calculated with the ωB97M-V functional and the def2-TZVPD basis.

Structure (ORCA input):
```
! RIJCOSX wB97M-V def2-TZVPD def2/J DEFGRID3
* xyz 0 1
C 0.271 -0.262 1.987
C 0.452 0.498 0.684
C 1.017 -0.339 -0.498
C -0.159 0.043 -1.378
N -0.450 -0.151 -2.582
C -0.788 0.802 -0.105
C -1.907 1.116 -0.636
H -0.354 -1.148 1.835
H 1.253 -0.589 2.348
H -0.193 0.362 2.755
H 1.028 1.415 0.842
H 2.000 -0.036 -0.869
H 1.028 -1.414 -0.281
H -1.358 0.282 -2.757
*
```

Output
relative energy (zero: lowest compared OMol25 entry of this formula, charge and spin)	488.61	kJ/mol
E	-287.40113	Eh
lowest unoccupied orbital energy	0.005	hartree
HOMO-LUMO gap	10.11	eV